30
Properties=species:S:1:pos:R:3:forces:R:3:mulliken_charge:R:1 method="wB97M-V/def2-TZVPD" e_tot_ev=-32404.040 fmax_ha_per_bohr=0.080 e_homo_ha=-0.33499 gap_ev=9.58 de_lowest_kcal_mol=3.6
C -0.2488 -1.9176 -1.0190 2.308 -1.061 -0.774 -1.6250
C 0.2022 -1.2559 1.3700 0.989 2.869 -0.492 -2.0054
C 3.9389 -0.2377 0.6071 -0.384 -2.806 1.288 -0.7314
C -3.1674 -0.0524 0.4446 3.318 1.622 0.373 -1.3510
C -1.5260 1.1826 -1.9551 1.699 -0.624 1.529 -1.0303
C -0.8990 2.0536 1.0694 -0.990 -0.197 2.125 -0.9685
C -0.1741 -0.8517 -0.0043 2.087 2.703 -0.500 1.0498
O 1.5692 0.4219 -2.1548 0.457 -0.279 0.120 -0.6942
O 1.9443 1.5754 -0.0070 -0.087 -0.101 0.234 -0.6394
O 2.9985 -0.6989 -0.3638 -1.864 2.002 -0.861 -0.3495
Si -1.3867 0.7386 -0.0779 -1.331 -3.484 -1.691 0.5887
S 1.6815 0.3464 -0.7191 -0.363 -2.000 0.622 1.1661
H 0.4900 -2.7935 -1.0073 -0.700 1.351 0.694 0.3062
H -0.1619 -1.5623 -2.0199 0.230 0.808 -0.795 0.4165
H -1.1860 -2.3510 -1.0532 -2.327 -1.000 0.444 0.5360
H 0.5652 -0.4012 1.9776 -0.488 -0.546 -0.187 0.3643
H 0.8710 -2.0291 1.4527 2.106 -1.788 -0.251 0.4604
H -0.6565 -1.6673 1.7274 -2.826 -0.874 1.718 0.6018
H 4.7819 -0.8047 0.3006 1.265 -0.233 -0.168 0.2980
H 3.6568 -0.7348 1.5770 0.140 1.069 -0.501 0.2620
H 4.2286 0.7806 0.7056 -0.559 0.964 -0.287 0.3169
H -3.6303 0.8028 0.8591 -1.240 1.005 -0.047 0.4235
H -3.5960 -0.4609 -0.4133 -1.031 -0.546 -1.201 0.3386
H -3.1302 -0.7179 1.2653 0.239 -1.117 0.677 0.3751
H -0.4829 0.9718 -2.3795 -1.711 0.569 0.251 0.2986
H -2.3171 0.6080 -2.4536 0.230 0.476 0.096 0.2885
H -1.7021 2.2482 -1.8186 -0.227 0.206 -0.971 0.3614
H -0.2164 2.7965 0.6583 -0.122 -0.033 0.363 0.3066
H -1.9114 2.4486 1.3971 1.195 0.219 -0.494 0.3466
H -0.5352 1.5619 2.0347 -0.015 0.827 -1.312 0.2890



32
Properties=species:S:1:pos:R:3:forces:R:3:mulliken_charge:R:1 method="wB97M-V/def2-TZVPD" e_tot_ev=-33544.693 fmax_ha_per_bohr=0.040 e_homo_ha=-0.36098 gap_ev=10.37 de_lowest_kcal_mol=0.0
C -0.4273 -1.0084 -3.5017 -0.600 0.413 0.580 -0.9310
C -1.7195 -1.6687 -2.9491 0.025 0.254 -1.496 -0.3781
O -1.5305 -2.7339 -2.0459 0.294 0.242 0.027 -0.4643
C -0.5823 -2.4578 -1.0364 0.210 -0.327 0.967 -0.4805
Si -1.0182 -0.9955 0.1029 -0.308 0.530 1.043 0.6234
O -0.3383 -1.1279 1.6768 1.028 -0.675 -1.654 -0.4031
Si 1.2325 -1.7895 1.7058 -0.381 0.167 0.162 0.6471
C 2.4522 -0.9436 0.5237 0.051 -0.196 0.476 -1.0802
H -0.2734 -0.0662 -2.9621 0.396 -0.230 -0.050 0.2113
H -0.5510 -0.7293 -4.5496 -0.027 -0.204 0.049 0.3536
H 0.4445 -1.6534 -3.3950 -0.070 0.039 -0.136 0.3151
H -2.3995 -0.8897 -2.5690 0.202 -0.145 0.356 0.2515
H -2.2482 -2.0976 -3.8068 -0.024 -0.162 0.263 0.3939
H -0.5569 -3.3499 -0.3937 -0.096 0.118 -0.130 0.3788
H 0.4526 -2.3673 -1.4067 -0.253 0.055 -0.129 0.2957
H -0.5564 0.3100 -0.4262 0.120 -0.124 -0.171 -0.1307
H -2.4741 -0.8359 0.3061 0.039 -0.255 -0.049 -0.2367
H 1.7319 -1.7434 3.0954 -0.091 0.208 -0.015 -0.2070
H 1.2011 -3.2269 1.3451 -0.196 0.041 -0.047 -0.1805
H 2.9857 -1.7090 -0.0514 -0.218 0.102 -0.039 0.3568
H 2.0155 -0.2128 -0.1622 0.057 -0.071 0.087 0.3287
H 3.2209 -0.4584 1.1393 -0.203 0.149 -0.188 0.3517
C -0.0262 2.9828 2.8962 0.023 -0.097 0.367 -0.3869
C 0.2584 2.3432 1.5629 0.168 -0.379 -0.093 0.4490
O -0.4735 3.1726 0.6582 0.049 -0.030 0.156 -0.3067
C -0.6316 4.3849 1.2435 -0.033 0.084 -0.053 0.6293
O -1.0490 5.3458 0.6926 -0.091 0.211 -0.118 -0.5250
O -0.2475 4.3502 2.5428 0.036 -0.145 -0.042 -0.3271
H 0.8033 2.8937 3.5948 -0.019 0.200 -0.012 0.3146
H -0.9305 2.5876 3.3650 0.007 0.015 -0.053 0.2899
H 1.3191 2.3819 1.2984 -0.033 0.054 0.012 0.1492
H -0.0837 1.3121 1.5065 -0.062 0.159 -0.069 -0.3018



28
Properties=species:S:1:pos:R:3:forces:R:3:mulliken_charge:R:1 method="wB97M-V/def2-TZVPD" e_tot_ev=-34002.521 fmax_ha_per_bohr=0.064 e_homo_ha="-0.25186 / -0.26995" gap_ev="6.19 / 6.87" de_lowest_kcal_mol=44.4
C -2.8138 -1.1463 -0.1082 1.903 1.475 1.121 -0.6944
C -2.7457 0.2387 -0.8011 -1.099 -0.140 -0.262 -0.6776
C -2.1583 -1.0415 1.3419 0.556 -0.213 -3.212 -1.1689
C -1.2693 0.6146 -1.1040 -0.903 1.510 -1.780 -0.6334
C -0.6361 -0.6319 1.2408 -2.217 -1.222 -1.736 -0.1911
C 1.9490 1.8589 -1.5497 0.288 0.188 -1.407 -0.9355
C 2.8051 1.1121 1.7429 0.546 1.267 -2.207 -1.0153
Si 1.7042 0.9329 0.0502 0.311 -1.926 0.996 0.2360
P -0.4733 1.0487 0.5028 0.337 -0.660 -0.233 -0.1499
P 2.2512 -2.5625 -0.5257 2.235 1.686 -0.473 -0.1785
H -3.8533 -1.3138 0.0088 -0.961 -0.980 0.030 0.3522
H -2.2493 -1.9224 -0.6518 -0.610 0.211 -0.108 0.3733
H -3.3140 0.1354 -1.8134 0.747 0.578 1.785 0.3051
H -3.3081 0.9614 -0.0384 1.245 -1.057 -1.966 0.3005
H -2.8659 -0.5363 1.9278 -0.355 1.665 1.112 0.5037
H -2.2153 -2.0142 1.7177 0.282 -1.789 0.754 0.3771
H -0.8874 -0.1566 -1.8177 0.296 0.134 1.129 0.4639
H -1.2359 1.5363 -1.7750 -0.214 -0.804 0.976 0.3459
H -0.2797 -0.6054 2.2339 1.073 -0.429 0.954 0.4797
H -0.2097 -1.4338 0.4983 -0.176 1.485 1.849 -0.0420
H 2.8237 1.4976 -2.1551 -0.890 0.219 0.522 0.3320
H 1.0347 1.9876 -2.2342 1.249 -0.673 1.202 0.2585
H 2.1981 2.8690 -1.2576 0.230 0.610 0.090 0.3553
H 2.3037 1.8731 2.4034 0.556 -0.993 -0.438 0.3458
H 2.9872 0.1152 2.1650 -0.421 0.447 0.032 0.3058
H 3.8306 1.5159 1.4041 -1.489 -0.485 0.655 0.3197
H 3.1339 -2.2523 -1.7553 -1.124 -0.363 1.521 0.0213
H 3.4938 -2.6801 0.3495 -1.395 0.260 -0.905 0.0108



26
Properties=species:S:1:pos:R:3:forces:R:3:mulliken_charge:R:1 method="wB97M-V/def2-TZVPD" e_tot_ev=-15429.449 fmax_ha_per_bohr=0.033 e_homo_ha=-0.34514 gap_ev=10.22 de_lowest_kcal_mol=0.0 smiles=CC(C)(C)[Si](C)(C)C
C -0.6370 -0.0387 2.0777 -0.075 0.010 -0.075 -1.7563
C 0.8424 -1.7251 1.0026 0.280 -0.052 -0.186 -1.9300
C 1.5940 0.6765 1.1455 -0.679 0.058 0.294 -1.6790
C 0.7501 -0.4815 -2.0548 0.473 -0.265 0.648 -1.0963
C -0.3819 2.1103 -1.0962 -0.752 -0.862 0.102 -1.0851
C -2.1264 -0.4512 -1.1127 0.032 0.172 1.686 -1.2055
C 0.3929 -0.2706 0.9678 -0.522 0.361 -0.440 1.8376
Si -0.3886 0.2559 -0.7790 0.009 -0.686 0.333 0.2929
H -1.2108 0.8745 1.9027 0.163 0.224 0.293 0.3831
H -0.1755 -0.0255 3.0758 -0.041 0.171 -0.180 0.4135
H -1.3758 -0.8340 2.0907 -0.126 -0.259 -0.043 0.3853
H 1.6039 -1.9221 0.2685 0.415 -0.020 -0.509 0.4335
H 0.0500 -2.4282 0.8039 -0.551 -0.202 -0.108 0.3928
H 1.2947 -2.0446 1.9427 -0.093 0.351 0.374 0.4478
H 2.2040 0.6577 0.2371 0.116 0.352 0.223 0.3211
H 2.2242 0.3963 2.0036 -0.158 -0.022 -0.173 0.4574
H 1.1619 1.6745 1.3560 0.654 -0.212 -0.317 0.3602
H 1.7709 -0.0685 -1.8532 -0.675 -0.530 -0.589 0.2604
H 0.4097 -0.3426 -3.0727 0.173 0.387 -0.269 0.3867
H 0.7274 -1.5658 -1.8899 0.367 0.099 -0.023 0.3026
H 0.6166 2.4604 -1.2298 0.747 0.367 -0.077 0.3459
H -0.8704 2.6667 -0.3135 -0.178 0.370 0.284 0.3449
H -0.9398 2.2521 -2.0254 0.039 0.122 0.013 0.3202
H -2.3279 -0.5451 -2.1553 -0.102 -0.014 -0.851 0.4011
H -2.2839 -1.4261 -0.6404 0.315 -0.144 -0.191 0.3388
H -2.9246 0.1448 -0.6517 0.168 0.224 -0.222 0.3264



What did the third record say?
28
Properties=species:S:1:pos:R:3:forces:R:3:mulliken_charge:R:1 method="wB97M-V/def2-TZVPD" e_tot_ev=-34002.521 fmax_ha_per_bohr=0.064 e_homo_ha="-0.25186 / -0.26995" gap_ev="6.19 / 6.87" de_lowest_kcal_mol=44.4
C -2.8138 -1.1463 -0.1082 1.903 1.475 1.121 -0.6944
C -2.7457 0.2387 -0.8011 -1.099 -0.140 -0.262 -0.6776
C -2.1583 -1.0415 1.3419 0.556 -0.213 -3.212 -1.1689
C -1.2693 0.6146 -1.1040 -0.903 1.510 -1.780 -0.6334
C -0.6361 -0.6319 1.2408 -2.217 -1.222 -1.736 -0.1911
C 1.9490 1.8589 -1.5497 0.288 0.188 -1.407 -0.9355
C 2.8051 1.1121 1.7429 0.546 1.267 -2.207 -1.0153
Si 1.7042 0.9329 0.0502 0.311 -1.926 0.996 0.2360
P -0.4733 1.0487 0.5028 0.337 -0.660 -0.233 -0.1499
P 2.2512 -2.5625 -0.5257 2.235 1.686 -0.473 -0.1785
H -3.8533 -1.3138 0.0088 -0.961 -0.980 0.030 0.3522
H -2.2493 -1.9224 -0.6518 -0.610 0.211 -0.108 0.3733
H -3.3140 0.1354 -1.8134 0.747 0.578 1.785 0.3051
H -3.3081 0.9614 -0.0384 1.245 -1.057 -1.966 0.3005
H -2.8659 -0.5363 1.9278 -0.355 1.665 1.112 0.5037
H -2.2153 -2.0142 1.7177 0.282 -1.789 0.754 0.3771
H -0.8874 -0.1566 -1.8177 0.296 0.134 1.129 0.4639
H -1.2359 1.5363 -1.7750 -0.214 -0.804 0.976 0.3459
H -0.2797 -0.6054 2.2339 1.073 -0.429 0.954 0.4797
H -0.2097 -1.4338 0.4983 -0.176 1.485 1.849 -0.0420
H 2.8237 1.4976 -2.1551 -0.890 0.219 0.522 0.3320
H 1.0347 1.9876 -2.2342 1.249 -0.673 1.202 0.2585
H 2.1981 2.8690 -1.2576 0.230 0.610 0.090 0.3553
H 2.3037 1.8731 2.4034 0.556 -0.993 -0.438 0.3458
H 2.9872 0.1152 2.1650 -0.421 0.447 0.032 0.3058
H 3.8306 1.5159 1.4041 -1.489 -0.485 0.655 0.3197
H 3.1339 -2.2523 -1.7553 -1.124 -0.363 1.521 0.0213
H 3.4938 -2.6801 0.3495 -1.395 0.260 -0.905 0.0108